Below is a cluster of 2 separate species, CH2N6O6 in total at a distorted geometry, with properties calculated with ωB97M-V/def2-TZVPD.

Geometry as ORCA input:
```
! RIJCOSX wB97M-V def2-TZVPD def2/J DEFGRID3
* xyz 0 1
C -1.419 -0.873 0.225
N -0.777 -1.742 -0.206
N -2.294 -0.077 0.482
N 1.592 0.487 0.284
N -2.268 1.282 0.706
N 2.185 1.533 -0.146
N 2.368 -0.525 0.660
O -3.243 1.903 0.437
O -1.194 1.792 1.014
O 1.346 2.513 -0.291
O 3.304 1.590 -0.529
O 1.841 -1.646 0.655
O 3.521 -0.413 0.961
H 0.190 -2.043 0.055
H 0.482 2.457 0.061
*
```

Electronic energy ... -818.85848 hartree
HOMO-LUMO gap ... 0.344 hartree
Lowest unoccupied orbital energy ... -1.73 eV

natural (NBO) population analysis, charges in e, atoms 1 to 2:
1 C 0.6967
2 N -0.6195